1.
Density functional theory data (the ωB97M-V functional and the def2-TZVPD basis) for a structure of composition C31H28ClFIrN6O7Sb at a distorted geometry.

```
! RIJCOSX wB97M-V def2-TZVPD def2/J DEFGRID3
* xyz 1 2
Ir -0.1257 -0.3859 -0.4562
Cl 5.3087 -3.6543 2.6801
C 3.9494 -2.6251 2.3701
C 2.8892 -2.5896 3.2906
C 1.7908 -1.7977 3.0728
C 1.6869 -1.0110 1.9067
O 0.6327 -0.2698 1.7045
C 2.7793 -1.0377 0.9972
C 2.7848 -0.2024 -0.1418
N 1.7438 0.4416 -0.5867
C 1.8596 1.4465 -1.5673
C 3.0083 2.0624 -1.9960
C 2.9380 3.0828 -2.9659
C 1.7417 3.5042 -3.4743
C 0.5394 2.9171 -3.0184
C -0.7462 3.2825 -3.4785
C -1.8455 2.6463 -2.9758
C -1.6810 1.6516 -2.0006
N -0.4974 1.2990 -1.5402
C 0.6198 1.8966 -2.0575
C 3.9073 -1.8484 1.2484
H 2.9488 -3.2033 4.1798
H 0.9751 -1.7796 3.7824
H 3.7301 -0.0567 -0.6575
H 3.9707 1.7863 -1.5885
H 3.8567 3.5385 -3.3083
H 1.6971 4.2740 -4.2331
H -0.8374 4.0444 -4.2427
H -2.8429 2.8824 -3.3170
H -2.5370 1.1219 -1.6023
H 4.7309 -1.8548 0.5456
O -1.9110 -1.4822 -0.6016
N -1.7131 -2.7670 -0.7246
N -0.5617 -3.1445 -0.4109
O 0.3603 -2.3135 0.0481
C -0.1773 -4.5298 -0.5191
C 1.1556 -4.8428 -0.3160
C 1.5389 -6.1718 -0.4226
C 0.6034 -7.1479 -0.7287
C -0.7277 -6.8036 -0.9332
C -1.1345 -5.4854 -0.8293
H 1.8690 -4.0629 -0.0944
H 2.5752 -6.4386 -0.2675
H 0.9092 -8.1822 -0.8088
H -1.4554 -7.5662 -1.1741
H -2.1650 -5.2032 -0.9853
F 3.0284 1.8893 -6.0059
C 1.9098 1.1828 -5.8298
C 1.9364 -0.0432 -5.3031
N 0.7896 -0.7880 -5.1210
C 0.8709 -2.0223 -4.3504
C 1.1199 -1.6651 -2.8832
O 2.1923 -1.8677 -2.3516
O 0.0719 -1.0882 -2.3592
C -0.4594 -0.3008 -5.4647
O -1.4916 -0.9037 -5.2878
N -0.4324 0.9629 -6.0315
C 0.6505 1.8181 -6.2004
O 0.5106 2.9580 -6.5804
H 2.8628 -0.5044 -4.9870
H 1.6959 -2.6304 -4.7144
H -0.0771 -2.5412 -4.4651
H -1.3350 1.3263 -6.3052
C -1.8933 -0.2005 3.3103
Sb -1.9279 0.5510 1.3402
C -4.0019 0.5299 0.9168
C -1.5539 2.6112 1.6817
H -2.5984 0.3857 3.8993
H -0.8845 -0.0888 3.6905
H -2.1849 -1.2486 3.3259
H -4.4945 1.0006 1.7666
H -4.3442 -0.4954 0.8025
H -4.2289 1.0863 0.0102
H -2.2691 2.9982 2.4061
H -1.6367 3.1761 0.7548
H -0.5431 2.7105 2.0735
*
```

Results
energy: -2957.7019 hartree
frontier orbital gap (spin up / spin down): 0.24114 / 0.21866 hartree
molecular weight: 965.0 g mol⁻¹
energy above the lowest of the compared OMol25 structures with the same formula, charge and spin: 115.31 kJ/mol
LUMO energy (spin up / spin down): -3.815 / -4.568 eV

Here are the Mulliken charges for atoms 1 to 8, given in e:
1. Ir 3.61
2. Cl -0.21
3. C 0.05
4. C -0.77
5. C -0.57
6. C 0.22
7. O -0.75
8. C 0.43

2.
Density functional theory data (the ωB97M-V functional and the def2-TZVPD basis) for a structure of composition C4H4Cl2S2 at a distorted geometry.

```
! RIJCOSX wB97M-V def2-TZVPD def2/J DEFGRID3
* xyz 0 1
C 0.8036 0.4447 0.2175
C -0.1541 -0.7664 0.7150
C -0.4921 -0.8322 -0.7074
C -0.0502 0.5531 -0.9894
H -0.0529 2.6786 0.9636
H 1.7534 0.2898 -0.2694
H -1.0404 -0.6317 1.2946
H -0.0796 -1.7876 -1.3740
S 1.1325 1.8426 1.3026
S -0.5663 1.6924 -2.0107
Cl 0.9608 -2.0835 1.4427
Cl -2.2147 -1.3998 -0.5851
*
```

Results
energy: -1871.4675 hartree
frontier orbital gap: 0.29824 hartree
molecular weight: 187.1 g mol⁻¹
energy above the lowest of the compared OMol25 structures with the same formula, charge and spin: 202.11 kJ/mol
LUMO energy: -1.407 eV

Here are the Mulliken charges for atoms 1 to 8, given in e:
1. C 0.07
2. C -0.38
3. C 0.22
4. C -0.22
5. H 0.16
6. H 0.27
7. H 0.44
8. H 0.26

3.
Density functional theory data (the ωB97M-V functional and the def2-TZVPD basis) for a structure of composition C9H11EuNO5 at a distorted geometry.

```
! RIJCOSX wB97M-V def2-TZVPD def2/J DEFGRID3
* xyz 2 8
Eu -0.2046 1.2926 -1.1242
C -0.2062 2.2090 0.5052
O -0.2069 2.7755 1.5117
C -0.2083 3.0005 -1.9623
O -0.2106 4.0500 -2.4393
C -2.1093 1.2774 -1.1436
O -3.2624 1.2794 -1.1353
C 1.7001 1.2854 -1.1438
O 2.8531 1.2922 -1.1355
C -0.2012 -0.3958 -2.7170
H 0.7200 -0.9526 -2.5858
H -1.1202 -0.9564 -2.5861
C -0.2036 0.8091 -3.3944
H -1.1245 1.2094 -3.8037
H 0.7156 1.2134 -3.8034
C 1.6054 -1.9601 2.2207
N 0.2144 -1.5464 2.1382
C -0.7572 -2.0088 3.1156
C -0.1989 -0.6907 1.1649
O 0.5768 -0.2326 0.3330
H 1.7821 -2.6416 3.0793
H 2.2548 -1.0682 2.3526
H 1.8960 -2.4917 1.2902
H -1.1900 -1.1369 3.6538
H -1.5757 -2.5582 2.6031
H -0.3016 -2.6830 3.8688
H -1.2376 -0.3712 1.1363
*
```

Results
energy: -1489.5653 hartree
frontier orbital gap (spin up / spin down): 0.22267 / 0.24513 hartree
molecular weight: 365.2 g mol⁻¹
energy above the lowest of the compared OMol25 structures with the same formula, charge and spin: 1752.34 kJ/mol
LUMO energy (spin up / spin down): -10.855 / -10.419 eV

Here are the Mulliken charges for atoms 1 to 8, given in e:
1. Eu -1.06
2. C 0.70
3. O -0.19
4. C 0.81
5. O -0.17
6. C 0.61
7. O -0.13
8. C 0.83

4.
Density functional theory data (the ωB97M-V functional and the def2-TZVPD basis) for a structure of composition C33H27AsIIrN3O4 at a distorted geometry.

```
! RIJCOSX wB97M-V def2-TZVPD def2/J DEFGRID3
* xyz 2 2
Ir 1.7963 -1.5225 0.3010
O 3.8872 -4.7609 -1.3630
C 3.1050 -3.8872 -1.1044
O 2.8418 -3.2907 -0.0410
C 2.2319 -3.3578 -2.3125
C 2.3699 -3.9415 -3.5655
C 1.6202 -3.4033 -4.6021
C 0.7569 -2.3501 -4.3370
C 0.6445 -1.8860 -3.0309
N 1.3947 -2.3819 -2.0421
C -0.3721 -0.8660 -2.6634
O -0.8692 -0.0573 -3.4077
O -0.7313 -0.9350 -1.3941
H 3.0455 -4.7711 -3.7015
H 1.7006 -3.8080 -5.6005
H 0.1633 -1.8902 -5.1121
C -6.0080 1.8184 -1.9812
C -5.3894 0.9580 -2.8720
C -4.0905 0.5154 -2.6498
C -3.4326 0.9344 -1.5057
C -4.0541 1.8019 -0.5999
C -5.3384 2.2502 -0.8431
As -1.6506 0.5084 -0.8496
C -0.4818 2.0282 -1.2482
C -1.0799 3.2450 -1.5600
C -0.2851 4.3023 -1.9704
C 1.0886 4.1488 -2.0839
C 1.6759 2.9285 -1.7842
C 0.8927 1.8644 -1.3686
C -2.1042 -0.2916 0.8751
C -3.2034 -1.1405 0.8854
C -3.5030 -1.8514 2.0389
C -2.7179 -1.6908 3.1698
C -1.6327 -0.8267 3.1595
C -1.3132 -0.1224 2.0071
H -7.0136 2.1600 -2.1707
H -5.9218 0.6278 -3.7504
H -3.6007 -0.1411 -3.3565
H -3.5179 2.1112 0.3017
H -5.8182 2.9285 -0.1540
H -2.1564 3.3600 -1.4943
H -0.7455 5.2467 -2.2089
H 1.6967 4.9761 -2.4159
H 2.7446 2.7973 -1.8745
H 1.3538 0.9095 -1.1272
H -3.8168 -1.2520 -0.0055
H -4.3341 -2.5387 2.0525
H -2.9397 -2.2518 4.0649
H -1.0421 -0.7094 4.0534
H -0.3645 1.6216 1.2292
I 4.1465 0.0633 -0.2772
C 4.4533 -0.6657 1.7192
C 5.5879 -0.3427 2.4258
C 5.7135 -0.9038 3.6931
C 4.7081 -1.7324 4.1686
C 3.6027 -1.9772 3.3633
N 3.4824 -1.4391 2.1568
H 6.3303 0.3137 2.0002
H 6.5934 -0.6883 4.2803
H 4.7747 -2.1843 5.1472
H 2.7984 -2.6214 3.6907
C -0.1996 2.3276 3.7045
C 0.6441 1.2380 3.0640
C -0.0519 0.7035 1.7924
N 0.7312 -0.0721 0.9775
H 0.2247 2.6056 4.6647
H -1.2221 1.9967 3.8611
H -0.2225 3.2142 3.0750
H 0.8132 0.4074 3.7490
H 1.6102 1.6403 2.7578
*
```

Results
energy: -4376.0760 hartree
frontier orbital gap (spin up / spin down): 0.22668 / 0.23295 hartree
molecular weight: 923.6 g mol⁻¹
LUMO energy (spin up / spin down): -8.008 / -7.714 eV

Here are the Mulliken charges for atoms 1 to 8, given in e:
1. Ir 1.23
2. O -0.60
3. C 0.47
4. O -0.60
5. C 0.62
6. C -0.58
7. C -0.45
8. C -0.77

5.
Density functional theory data (the ωB97M-V functional and the def2-TZVPD basis) for an isolated molecule of C6H15N3 at a distorted geometry.

```
! RIJCOSX wB97M-V def2-TZVPD def2/J DEFGRID3
* xyz 0 1
C 2.4409 0.3224 0.7422
N 1.3670 -0.4888 0.2065
C 0.2444 0.1672 -0.6486
N 0.6779 1.2387 -1.5263
C -0.9312 -0.5847 -1.0895
C -1.2578 -2.0119 -0.7311
C -0.7970 0.5665 0.3458
C -1.1383 -0.1327 1.6320
N -1.0912 1.9170 0.3652
H 3.0628 -0.2723 1.4166
H 2.0056 1.1558 1.2964
H 3.1137 0.7405 -0.0250
H 1.7140 -1.2987 -0.2993
H 1.5893 1.6146 -1.2971
H 0.7194 0.9231 -2.4892
H -1.1845 -0.3507 -2.1195
H -1.2400 -2.6317 -1.6280
H -0.5587 -2.4457 -0.0119
H -2.2583 -2.0995 -0.2981
H -2.1914 -0.4175 1.6249
H -0.5448 -1.0301 1.7653
H -0.9706 0.5294 2.4802
H -1.9758 2.1926 0.7699
H -0.7953 2.3967 -0.4815
*
```

Results
energy: -401.7971 hartree
structure (SMILES): CN[C@@]1(N)[C@@H](C)[C@]1(C)N
frontier orbital gap: 0.29627 hartree
molecular weight: 129.2 g mol⁻¹
energy above the lowest of the compared OMol25 structures with the same formula, charge and spin: 236.86 kJ/mol
LUMO energy: 1.055 eV

Here are the Mulliken charges for atoms 1 to 8, given in e:
1. C -0.99
2. N -0.27
3. C 1.31
4. N -0.74
5. C -0.93
6. C -1.41
7. C 0.55
8. C -1.69

6.
Density functional theory data (the ωB97M-V functional and the def2-TZVPD basis) for a structure of composition CH6N3PS at a distorted geometry.

```
! RIJCOSX wB97M-V def2-TZVPD def2/J DEFGRID3
* xyz 0 3
C -0.7634 -1.0199 -0.0487
N -1.0841 0.3831 0.2389
N 0.2203 -0.7407 -1.0895
N 1.3751 1.4981 -0.0042
P 0.0838 0.9421 -0.9078
S -0.3077 2.0711 -2.4243
H -0.3529 -1.5128 0.8421
H -1.6058 -1.6089 -0.4280
H -2.0530 0.6560 0.1538
H 1.0412 -1.3084 -1.2247
H 1.4102 1.2074 0.9629
H 1.5944 2.4745 -0.1348
*
```

Results
energy: -945.3533 hartree
frontier orbital gap (spin up / spin down): 0.15086 / 0.22850 hartree
molecular weight: 123.1 g mol⁻¹
energy above the lowest of the compared OMol25 structures with the same formula, charge and spin: 118.26 kJ/mol
LUMO energy (spin up / spin down): 0.997 / -3.114 eV

Here are the Mulliken charges for atoms 1 to 8, given in e:
1. C -0.26
2. N -0.66
3. N -0.43
4. N -0.52
5. P 0.42
6. S -0.21
7. H 0.23
8. H 0.29

- The highest energy belongs to which entry?
  C6H15N3